(1)
Computed, not measured: C6H5N3O3 in the gas phase, with wB97M-V/def2-TZVPD.

Geometry (Å):
O  0.619  0.650  -3.697
N  0.116  -0.443  -3.879
N  -0.265  -1.083  -2.752
C  -0.163  -0.485  -1.469
C  -0.801  0.705  -1.111
C  -0.731  1.064  0.196
C  0.142  0.462  1.075
C  0.878  -0.637  0.721
C  0.590  -1.210  -0.499
N  -0.850  -2.401  -2.996
O  -1.196  -2.977  -2.029
O  -0.827  -2.760  -4.111
H  -1.453  1.336  -1.676
H  -1.267  1.935  0.418
H  0.357  0.681  2.050
H  1.517  -1.225  1.308
H  1.091  -2.115  -0.723

## Properties
E_LUMO in eV: -0.4
Energy relative to the best compared isomer or geometry (same formula, charge and spin) in kcal/mol: 156.1
SMILES: O=NN(c1ccccc1)[N+](=O)[O-]
Maximum force in eV Å⁻¹: 2.96

***

(2)
Computed, not measured: C6H5N3O3 in the gas phase, with wB97M-V/def2-TZVPD.

Geometry (Å):
O  3.325  -1.000  -0.486
N  2.290  -1.550  -0.609
O  2.140  -2.722  -0.844
C  0.980  -0.783  -0.498
C  -0.209  -1.457  -0.535
C  -1.303  -0.614  -0.398
C  -1.192  0.758  -0.119
C  -2.370  1.531  0.044
N  -2.745  2.146  1.111
O  -2.021  1.898  2.184
N  -0.067  1.305  -0.016
C  1.089  0.570  -0.197
H  -0.257  -2.651  -0.962
H  -2.352  -1.215  -0.530
H  -2.967  1.875  -0.927
H  -2.427  2.492  2.678
H  2.137  0.763  -0.268

## Properties
E_LUMO in eV: -0.5
Energy relative to the best compared isomer or geometry (same formula, charge and spin) in kcal/mol: 162.5
SMILES: O=[N+]([O-])c1ccc(/C=N\O)nc1
Maximum force in eV Å⁻¹: 6.61

***

(3)
Computed, not measured: C6H5N5 in the gas phase, with wB97M-V/def2-TZVPD.

Geometry (Å):
C  0.493  -2.542  -1.813
C  -0.195  -2.669  -0.600
C  -0.402  -1.690  0.334
C  0.070  -0.422  -0.124
C  -0.099  0.832  0.523
N  -1.152  0.998  1.519
N  -1.051  2.234  1.867
N  -0.156  2.796  1.086
N  0.605  1.927  0.290
N  0.892  -0.356  -1.126
C  1.037  -1.322  -2.038
H  0.615  -3.425  -2.407
H  -0.552  -3.594  -0.153
H  -1.018  -1.941  1.322
H  0.048  3.698  1.191
H  1.528  -1.053  -3.107

## Properties
E_LUMO in eV: 0.2
Energy relative to the best compared isomer or geometry (same formula, charge and spin) in kcal/mol: 20.7
SMILES: c1ccc(-c2nn[nH]n2)nc1
Maximum force in eV Å⁻¹: 5.07

***

(4)
Computed, not measured: a molecular structure, C6H5N5O4STi, with wB97M-V/def2-TZVPD.

Geometry (Å):
Ti  -0.091  0.601  0.300
N  4.016  -0.092  0.258
C  2.970  0.134  -0.505
N  1.893  0.177  0.297
C  2.409  -0.031  1.572
N  3.691  -0.199  1.569
C  1.477  -0.032  2.701
C  1.811  -0.207  4.027
N  0.877  -0.185  4.977
C  -0.384  0.010  4.624
C  -0.755  0.204  3.294
N  0.185  0.178  2.341
H  4.987  -0.189  -0.025
H  2.989  0.257  -1.577
H  2.840  -0.368  4.327
H  -1.128  0.027  5.410
H  -1.779  0.380  2.997
O  -2.268  1.277  0.771
S  -1.940  1.702  -0.591
O  -2.703  2.490  -1.441
O  -1.300  0.367  -1.118
O  -0.414  2.270  -0.219

## Properties
Total charge: +2
E_LUMO in eV: -10.6
Energy relative to the best compared isomer or geometry (same formula, charge and spin) in kcal/mol: 0.0
Maximum force in eV Å⁻¹: 0.62

***

(5)
Computed, not measured: a molecular structure, C6H5N6OS, with wB97M-V/def2-TZVPD.

Geometry (Å):
C  -2.579  1.331  1.658
C  -0.574  0.565  1.839
C  0.692  -0.029  2.197
C  -0.917  0.528  0.508
C  1.046  -0.455  -0.061
C  -2.103  0.658  -2.050
N  -1.646  1.190  2.518
N  -2.202  0.971  0.401
N  1.397  -0.533  1.210
N  -0.425  -0.041  -1.773
N  -0.161  0.073  -0.522
N  1.892  -0.937  -0.982
O  1.276  -0.143  3.329
S  -3.131  1.314  -0.964
H  -3.493  1.726  2.015
H  -2.211  0.346  -3.072
H  2.877  -1.136  -0.815
H  1.567  -1.380  -1.844
H  2.056  -0.733  3.295

## Properties
Total charge: +1
E_LUMO (alpha / beta) in eV: -5.6 / -4.6
Energy relative to the best compared isomer or geometry (same formula, charge and spin) in kcal/mol: 77.6
Maximum force in eV Å⁻¹: 7.67

***

(6)
Computed, not measured: a molecular structure, C6H5NNdO5, with wB97M-V/def2-TZVPD.

Geometry (Å):
Nd  0.011  0.651  -1.600
O  0.034  3.700  -3.653
C  0.023  2.713  -3.115
C  1.738  -0.953  -1.209
O  2.740  -1.456  -0.896
C  -1.752  -0.923  -1.235
O  -2.768  -1.408  -0.915
C  0.004  -0.991  -3.413
O  0.003  -1.546  -4.434
C  0.908  -0.583  2.564
C  -0.130  0.131  1.795
N  -1.152  0.801  2.323
O  -0.065  0.098  0.527
H  0.724  -0.478  3.634
H  1.903  -0.192  2.307
H  0.895  -1.646  2.289
H  -1.842  1.232  1.708
H  -1.275  0.848  3.321

## Properties
Total charge: +3
2S+1: 4
E_LUMO (alpha / beta) in eV: -14.3 / -14.2
<S²>: 3.753
Energy relative to the best compared isomer or geometry (same formula, charge and spin) in kcal/mol: 25.5
Maximum force in eV Å⁻¹: 9.12

***

(7)
Computed, not measured: C6H5NO in the gas phase, with wB97M-V/def2-TZVPD.

Geometry (Å):
C  0.850  3.014  0.403
C  0.008  1.949  0.323
C  -0.331  0.508  0.335
C  -1.697  0.083  0.070
N  -2.802  -0.033  -0.381
C  0.694  -0.334  -0.004
O  0.472  -1.568  -0.318
C  1.635  -2.448  -0.271
H  1.369  4.027  0.797
H  1.787  -0.080  0.095
H  1.303  -3.271  -0.992
H  2.521  -1.707  -0.625
H  1.902  -2.827  0.801

## Properties
E_LUMO in eV: 0.1
Energy relative to the best compared isomer or geometry (same formula, charge and spin) in kcal/mol: 102.0
SMILES: C#C/C(C#N)=C/OC
Maximum force in eV Å⁻¹: 9.04

***

(8)
Computed, not measured: C6H5NO in the gas phase, with wB97M-V/def2-TZVPD.

Geometry (Å):
O  -0.777  1.845  -1.488
C  -0.435  0.906  -0.670
C  -1.068  0.844  0.590
C  -0.556  0.107  1.543
C  0.320  -0.983  1.532
N  1.115  -1.355  0.645
C  1.143  -1.141  -0.715
C  0.366  -0.267  -1.351
H  -2.238  1.352  0.485
H  -0.998  0.042  2.671
H  0.650  -1.579  2.340
H  2.051  -1.519  -1.156
H  0.322  -0.374  -2.515

## Properties
E_LUMO in eV: -0.9
Energy relative to the best compared isomer or geometry (same formula, charge and spin) in kcal/mol: 70.9
SMILES: O=c1cccncc1
Maximum force in eV Å⁻¹: 7.32

***

(9)
Computed, not measured: C6H5NO3 in the gas phase, with wB97M-V/def2-TZVPD.

Geometry (Å):
C  1.188  0.175  0.925
C  1.643  -0.985  0.313
C  0.384  1.130  0.430
C  1.081  -1.098  -0.887
C  -0.161  0.886  -0.884
C  -2.165  0.494  0.093
N  -2.488  -0.483  0.590
O  0.112  -0.315  -1.446
O  -3.209  -1.170  1.224
O  -1.620  1.089  -0.937
H  1.567  0.362  1.915
H  2.384  -1.566  0.821
H  -0.355  1.878  0.968
H  1.421  -1.976  -1.471
H  0.218  1.580  -1.655

## Properties
2S+1: 3
E_LUMO (alpha / beta) in eV: 0.5 / -2.5
<S²>: 2.006
Energy relative to the best compared isomer or geometry (same formula, charge and spin) in kcal/mol: 64.0
Maximum force in eV Å⁻¹: 6.85

***

(10)
Computed, not measured: C6H5NO4 in the gas phase, with wB97M-V/def2-TZVPD.

Geometry (Å):
C  -3.020  -0.278  -0.887
O  -1.522  -0.333  -0.879
C  -0.876  -0.336  0.378
O  -1.470  -0.284  1.480
N  0.487  -0.237  0.498
C  1.235  0.562  1.270
O  0.754  1.059  2.256
C  2.564  0.743  0.833
C  2.605  0.135  -0.394
C  1.344  -0.495  -0.586
O  1.163  -1.446  -1.377
H  -3.483  -1.185  -0.616
H  -3.239  0.452  -0.102
H  -3.306  0.085  -1.932
H  3.296  1.391  1.165
H  3.467  0.167  -1.106

## Properties
E_LUMO in eV: -1.3
Energy relative to the best compared isomer or geometry (same formula, charge and spin) in kcal/mol: 25.4
SMILES: COC(=O)N1C(=O)C=CC1=O
Maximum force in eV Å⁻¹: 6.83

***

(11)
Computed, not measured: 2 unconnected molecules or ions with the total composition C6H5NO4S, with wB97M-V/def2-TZVPD.

Geometry (Å):
C  -0.102  1.252  -1.606
C  -0.707  0.566  -0.476
C  1.208  0.894  -1.608
C  0.046  -3.211  1.890
C  0.370  -0.280  -0.034
C  0.205  -1.705  2.042
N  1.494  -0.051  -0.636
O  0.629  -3.786  2.844
O  -1.565  3.138  0.192
O  -0.638  -3.719  0.998
O  -1.564  1.548  2.041
S  -0.780  2.118  0.932
H  -0.587  1.982  -2.233
H  -1.746  0.272  -0.438
H  2.000  1.240  -2.259
H  -0.670  -1.156  2.359
H  1.127  -1.388  2.508

## Properties
Total charge: -2
E_LUMO (alpha / beta) in eV: 5.8 / 5.8
Energy relative to the best compared isomer or geometry (same formula, charge and spin) in kcal/mol: 66.5
Maximum force in eV Å⁻¹: 3.68

***

(12)
Computed, not measured: C6H5NO4S2 in the gas phase, with wB97M-V/def2-TZVPD.

Geometry (Å):
O  4.998  1.080  -0.863
S  3.818  0.812  -0.090
O  3.593  1.446  1.168
O  2.458  0.753  -0.997
C  1.213  0.474  -0.589
C  0.870  -0.045  0.682
C  -0.530  -0.365  0.918
C  -1.445  -0.135  -0.089
C  -1.040  0.339  -1.317
C  0.245  0.659  -1.601
N  4.048  -0.993  0.260
O  4.131  -1.586  -0.814
S  4.193  -1.564  1.728
H  1.540  -0.205  1.537
H  -0.874  -0.804  1.805
H  -2.412  -0.410  0.123
H  -1.787  0.351  -2.098
H  0.468  0.856  -2.722

## Properties
E_LUMO in eV: -1.6
Energy relative to the best compared isomer or geometry (same formula, charge and spin) in kcal/mol: 14.5
SMILES: O=S(=O)(Oc1ccccc1)[N+]([O-])=S
Maximum force in eV Å⁻¹: 4.49